Computed, not measured: 2 unconnected molecules or ions with the total composition H2N2O3S in a non-equilibrium geometry, with ωB97M-V with the def2-TZVPD basis set.

Cartesian coordinates (Å):
N (-1.589, -0.067, 0.237)
N (0.956, 0.847, -0.036)
O (0.532, 1.626, -0.828)
O (1.415, 0.990, 1.048)
O (1.648, -1.701, 0.440)
S (0.955, -0.992, -0.593)
H (-1.910, 0.280, -0.665)
H (-2.007, -0.982, 0.396)

Output
Maximum force: 3.0 eV/Å
Orbital gap (spin up / spin down): 6.59 / 6.59 eV
Molecular weight: 110.094 g/mol
HOMO level (spin up / spin down): -9.56 / -9.56 eV
Energy above the lowest of the compared OMol25 structures with the same formula, charge and spin: 449.2 kJ/mol
E_LUMO (spin up / spin down): -2.97 / -2.97 eV

List of natural (NBO) charges in e, atom by atom: number 1, N, carries -0.807; number 2, N, carries 0.415; number 3, O, carries -0.355; number 4, O, carries -0.314; number 5, O, carries -0.783; number 6, S, carries 1.185; number 7, H, carries 0.330; number 8, H, carries 0.328

***

Computed, not measured: 3 unconnected molecules or ions with the total composition C2H10O2S, with ωB97M-V with the def2-TZVPD basis set.

Cartesian coordinates (Å):
C (0.008, -0.493, 0.953)
S (1.740, -0.547, 0.444)
C (1.790, -1.778, -0.906)
H (-0.685, -0.553, 0.113)
H (-0.143, 0.468, 1.443)
H (-0.290, -1.282, 1.641)
H (1.944, -1.292, -1.867)
H (2.584, -2.459, -0.627)
H (0.826, -2.276, -1.013)
O (-1.191, 2.318, -0.832)
H (-1.350, 2.630, -1.727)
H (-0.363, 1.829, -0.881)
O (-3.167, 0.694, 0.163)
H (-2.417, 1.159, -0.267)
H (-3.610, 1.380, 0.666)

Output
Maximum force: 0.7 eV/Å
Orbital gap: 9.13 eV
SMILES: CSC.O.O
Molecular weight: 98.167 g/mol
HOMO level: -8.60 eV
Energy above the lowest of the compared OMol25 structures with the same formula, charge and spin: 24.2 kJ/mol
E_LUMO: 0.52 eV

natural (NBO) population analysis, charges in e, atoms 1 to 8: number 1, C, carries -0.750; number 2, S, carries 0.152; number 3, C, carries -0.737; number 4, H, carries 0.220; number 5, H, carries 0.231; number 6, H, carries 0.218; number 7, H, carries 0.215; number 8, H, carries 0.227

***

Computed, not measured: a molecular structure, C29H22Cl2CoN4O5 in a non-equilibrium geometry, with ωB97M-V with the def2-TZVPD basis set.

Cartesian coordinates (Å):
Co (-1.373, 0.856, 0.733)
C (2.744, -0.262, 3.076)
C (2.195, -0.053, 1.849)
N (0.403, 1.512, 0.065)
C (0.773, 1.779, 3.011)
C (1.575, 1.563, 4.137)
C (2.552, 0.581, 4.168)
C (1.304, 2.355, 5.318)
C (0.280, 3.229, 5.376)
C (-0.633, 3.345, 4.270)
C (-1.788, 4.127, 4.329)
C (-2.659, 4.147, 3.269)
C (-2.371, 3.330, 2.170)
N (-1.295, 2.578, 2.082)
C (-0.382, 2.605, 3.092)
H (3.325, -1.170, 3.213)
H (2.393, -0.626, 0.951)
H (3.121, 0.432, 5.077)
H (1.963, 2.222, 6.171)
H (0.090, 3.818, 6.267)
H (-1.986, 4.701, 5.230)
H (-3.567, 4.734, 3.285)
H (-3.063, 3.267, 1.337)
O (-3.727, 1.197, -1.012)
C (-2.805, 1.084, -0.332)
C (-2.728, -5.035, -5.188)
C (-2.039, -4.088, -4.240)
C (-2.272, -2.720, -4.306)
C (-1.629, -1.829, -3.456)
C (-1.898, -0.352, -3.531)
C (-0.736, -2.336, -2.512)
C (-0.490, -3.707, -2.413)
C (0.488, -4.258, -1.409)
C (-1.148, -4.564, -3.290)
C (-0.036, -1.393, -1.568)
O (0.942, -0.754, -2.192)
O (-0.357, -1.272, -0.413)
H (-3.599, -4.566, -5.648)
H (-3.063, -5.937, -4.672)
H (-2.056, -5.348, -5.992)
H (-2.978, -2.334, -5.035)
H (-2.580, -0.126, -4.352)
H (-0.971, 0.204, -3.674)
H (-2.346, 0.013, -2.603)
H (0.608, -3.593, -0.558)
H (1.463, -4.399, -1.877)
H (0.152, -5.226, -1.029)
H (-0.966, -5.633, -3.216)
Cl (1.769, 1.651, 1.380)
C (3.019, 2.490, 1.216)
C (3.704, 3.110, 0.170)
C (4.112, 2.616, -1.070)
C (3.921, 1.472, -1.841)
C (2.986, 0.410, -1.911)
Cl (3.592, -0.930, -2.926)
C (1.656, 0.351, -1.550)
N (0.910, 1.346, -1.071)
H (4.138, 4.075, 0.424)
H (4.854, 3.272, -1.531)
H (4.651, 1.389, -2.646)
O (-3.235, -1.853, 3.041)
N (-2.875, -1.215, 2.059)
O (-2.036, -0.283, 2.298)

Output
Maximum force: 2.8 eV/Å
Total charge: -2
Orbital gap (spin up / spin down): 4.00 / 4.65 eV
Molecular weight: 636.357 g/mol
2S+1: 4
HOMO level (spin up / spin down): 0.13 / -0.52 eV
Expectation value of S²: 3.885
Energy above the lowest of the compared OMol25 structures with the same formula, charge and spin: 1536.5 kJ/mol
E_LUMO (spin up / spin down): 4.13 / 4.13 eV

natural (NBO) population analysis, charges in e, atoms 1 to 8: number 1, Co, carries 0.906; number 2, C, carries -0.213; number 3, C, carries -0.411; number 4, N, carries -0.547; number 5, C, carries -0.283; number 6, C, carries -0.085; number 7, C, carries -0.340; number 8, C, carries -0.150